1.
{
  "formula": "C25H29ClINO2",
  "method": "the ωB97M-V functional and the def2-TZVPD basis",
  "species": ["C", "C", "C", "Cl", "C", "C", "C", "C", "C", "C", "C", "O", "C", "C", "C", "C", "C", "I", "C", "C", "C", "C", "C", "C", "C", "N", "C", "C", "C", "O", "H", "H", "H", "H", "H", "H", "H", "H", "H", "H", "H", "H", "H", "H", "H", "H", "H", "H", "H", "H", "H", "H", "H", "H", "H", "H", "H", "H", "H"],
  "coordinates": [[0.6585, 4.5848, 5.0094], [1.5529, 4.1620, 3.7203], [0.6861, 3.2887, 2.6565], [0.6591, 1.5401, 3.3153], [1.3075, 3.2786, 1.1907], [2.6741, 3.9010, 0.7851], [3.2164, 3.8238, -0.6762], [2.3827, 3.1375, -1.7881], [1.0216, 2.5138, -1.4175], [0.4882, 2.5787, 0.0604], [-0.9233, 1.8587, 0.3758], [-1.8013, 2.3799, 1.1040], [-1.1151, 0.4419, -0.3689], [-1.7298, -0.8083, 0.3063], [-2.1889, -0.6960, 1.8263], [-3.7796, -0.7193, 2.0626], [-4.6638, -0.3023, 0.7904], [-5.5209, -2.0960, -0.1423], [-1.8337, -2.1251, -0.5416], [-1.3256, -2.1542, -1.9994], [-1.3863, -3.5003, -2.8511], [-0.5751, -4.6892, -2.1263], [0.8125, -4.2371, -1.4553], [1.9578, -3.8185, -2.5104], [2.6404, -2.4031, -2.2237], [3.3912, -2.3510, -0.9076], [-0.7048, -0.9072, -2.6829], [-0.5983, 0.3914, -1.8565], [0.0719, 1.7288, -2.4614], [-0.1469, 2.1528, -3.6211], [1.3181, 5.0756, 5.8122], [0.2369, 3.6048, 5.4314], [-0.1560, 5.3484, 4.7444], [2.3925, 3.4611, 4.0830], [1.9635, 5.0807, 3.1625], [-0.3899, 3.6582, 2.7030], [3.2969, 4.4302, 1.5756], [4.2346, 4.2562, -0.9596], [2.7933, 3.0911, -2.8457], [-1.7890, 0.2437, 2.3641], [-1.6882, -1.5803, 2.3810], [-4.0977, -1.7631, 2.3919], [-3.9987, -0.0211, 2.9547], [-5.5730, 0.2797, 1.2036], [-4.1534, 0.4014, 0.0555], [-2.2608, -3.0875, -0.0962], [-0.9255, -3.3973, -3.9068], [-2.4633, -3.8620, -3.0122], [-1.2376, -5.0858, -1.2639], [-0.3765, -5.5839, -2.8260], [0.6859, -3.4309, -0.6359], [1.2061, -5.1654, -0.8862], [2.7976, -4.6096, -2.4260], [1.5893, -3.9044, -3.6040], [1.9129, -1.5157, -2.2083], [3.4241, -2.1444, -3.0360], [2.6887, -2.5104, -0.1542], [3.6438, -1.3443, -0.8179], [-0.3025, -0.8805, -3.7570]],
  "forces_ev_per_a": [[0.7, -0.3, -0.4], [-0.5, -0.4, 0.0], [1.0, 1.1, 0.4], [-0.1, 1.0, -0.5], [0.5, -0.3, -3.5], [-1.7, -1.5, -2.3], [-3.4, -1.6, 0.7], [-1.2, 0.3, 3.6], [1.1, 0.8, 2.4], [2.4, 0.9, -0.8], [-0.9, 0.3, 0.4], [2.9, -1.8, -2.3], [0.3, -1.9, -1.7], [1.1, 0.6, -2.8], [0.5, -0.5, 0.2], [0.1, -0.2, 0.0], [-0.5, 1.3, 1.6], [0.4, 0.9, 0.1], [1.6, 3.1, -1.5], [0.2, 2.1, 0.8], [0.5, -0.5, 0.0], [-0.1, 0.1, 1.1], [0.5, -0.7, 0.2], [0.6, -0.3, 0.1], [0.2, 0.7, -0.5], [-1.1, 0.5, -0.3], [-1.1, 1.1, 3.7], [-0.9, -2.1, 1.2], [-0.3, 0.6, -1.1], [1.0, -1.7, 3.9], [-0.9, -0.8, -1.2], [0.3, 1.6, -0.5], [1.1, -1.4, 0.3], [-1.1, 1.4, -0.7], [-0.6, -1.4, 1.0], [1.5, -0.7, -0.5], [-0.9, -0.9, -1.3], [-1.7, -0.6, 0.6], [-0.8, 0.0, 1.6], [-0.4, -1.4, -1.4], [-1.0, 1.3, -0.9], [0.4, 1.4, -0.4], [0.2, -1.0, -1.5], [1.4, -1.1, -0.9], [-0.5, -1.4, 0.8], [0.7, 1.7, -0.6], [-0.8, 0.4, 1.7], [1.5, 0.7, 0.3], [1.0, 0.5, -1.4], [-0.4, 1.5, 0.9], [-0.1, -1.1, -1.5], [-0.7, 1.5, -0.9], [-1.2, 1.3, -0.2], [0.4, 0.4, 1.8], [0.5, -1.5, -0.4], [-1.3, -0.7, 1.1], [0.7, 0.2, -0.7], [-0.1, -1.1, 0.2], [-0.8, -0.3, 1.9]],
  "homo_lumo_gap_ev": 7.7,
  "total_charge": 0,
  "smiles": "CC[C@H](Cl)c1cccc2c1C(=O)c1c(CCCI)cc(CCCCCN)cc1C2=O",
  "multiplicity": 1
}



2.
{
  "formula": "C25H29N13SeTi",
  "method": "the ωB97M-V functional and the def2-TZVPD basis",
  "species": ["Ti", "N", "C", "C", "N", "H", "H", "H", "H", "H", "H", "H", "H", "N", "C", "N", "N", "N", "N", "C", "N", "N", "N", "N", "H", "C", "C", "C", "C", "C", "C", "N", "N", "C", "C", "C", "C", "C", "C", "H", "H", "H", "H", "H", "H", "H", "H", "H", "C", "C", "C", "C", "C", "C", "Se", "C", "C", "C", "H", "H", "H", "H", "H", "H", "H", "H", "H", "H", "H"],
  "coordinates": [[1.5130, 0.2687, 1.1314], [-2.7577, -0.7715, 1.5196], [-2.1705, -1.4920, 2.6421], [-0.7510, -1.0122, 2.9042], [0.1588, -1.3195, 1.7669], [-3.6930, -0.4461, 1.7089], [-2.7539, -1.3251, 0.6635], [-2.1583, -2.5766, 2.4665], [-2.7553, -1.3185, 3.5503], [-0.3431, -1.4878, 3.7996], [-0.7666, 0.0650, 3.0709], [-0.3740, -1.7327, 0.9882], [0.8224, -2.0480, 2.0410], [4.3510, -0.6459, -0.8452], [3.6932, 0.5210, -1.1563], [4.0750, 1.3035, -2.1448], [3.1885, 2.3282, -2.1123], [2.3426, 2.1754, -1.1676], [2.6229, 1.0071, -0.5148], [4.0022, -1.5077, 0.1598], [4.6597, -2.6219, 0.4344], [3.9679, -3.1665, 1.4576], [2.9686, -2.4303, 1.7751], [2.9523, -1.3360, 0.9622], [5.1518, -0.8806, -1.4032], [-2.3369, 2.9255, -1.6657], [-2.0723, 3.7921, -0.6107], [-1.2392, 3.4153, 0.4306], [-0.6653, 2.1434, 0.4345], [-0.9556, 1.2685, -0.6142], [-1.7670, 1.6584, -1.6642], [0.2466, 1.7255, 1.4169], [0.2118, 2.4267, 2.5929], [1.2121, 1.9948, 3.3586], [1.4231, 2.5480, 4.6601], [2.4618, 2.1169, 5.4306], [3.3521, 1.1106, 4.9716], [3.1611, 0.5574, 3.7298], [2.0994, 0.9658, 2.8870], [-2.9801, 3.2333, -2.4818], [-2.5089, 4.7855, -0.6070], [-1.0082, 4.0850, 1.2460], [-0.5712, 0.2500, -0.6092], [-1.9601, 0.9595, -2.4700], [0.7427, 3.3176, 5.0078], [2.6121, 2.5499, 6.4151], [4.1674, 0.7785, 5.6042], [3.8321, -0.2262, 3.3912], [-1.9412, 0.4973, -5.3724], [-1.8071, -0.4705, -4.2262], [-2.9114, -1.1156, -3.6865], [-2.8115, -1.9613, -2.5829], [-4.0564, -2.5968, -2.0327], [-1.5590, -2.1948, -1.9881], [-1.3752, -3.3280, -0.4590], [-0.4328, -1.5648, -2.5503], [0.9177, -1.7742, -1.9410], [-0.5709, -0.7146, -3.6404], [-2.9231, 0.4140, -5.8430], [-1.1821, 0.3188, -6.1373], [-1.8198, 1.5287, -5.0318], [-3.8921, -0.9425, -4.1237], [-4.9291, -2.3165, -2.6281], [-4.2169, -2.2960, -0.9947], [-3.9609, -3.6845, -2.0130], [0.8699, -1.5269, -0.8831], [1.6841, -1.1665, -2.4242], [1.2026, -2.8286, -1.9701], [0.3112, -0.2087, -4.0233]],
  "forces_ev_per_a": [[-0.1, -0.1, 0.1], [-0.1, 0.1, -0.1], [0.0, -0.1, 0.0], [0.1, 0.0, 0.0], [0.3, 0.4, 0.3], [0.0, 0.0, 0.0], [0.1, 0.0, 0.2], [0.0, 0.1, 0.0], [0.0, 0.1, 0.0], [0.0, 0.0, 0.0], [0.0, 0.0, 0.0], [0.0, -0.1, -0.1], [-0.1, 0.0, -0.1], [0.0, 0.1, 0.0], [0.0, 0.0, 0.0], [0.0, 0.0, 0.0], [0.0, 0.0, 0.0], [0.0, 0.0, 0.0], [0.0, 0.0, 0.0], [0.0, -0.1, 0.0], [0.0, 0.0, 0.0], [0.0, 0.0, 0.0], [0.0, 0.0, 0.0], [0.0, 0.0, 0.0], [0.0, 0.0, 0.0], [0.0, 0.0, 0.0], [0.0, 0.0, 0.0], [0.0, 0.0, 0.0], [0.2, 0.0, 0.0], [0.0, 0.0, 0.0], [-0.1, 0.0, 0.0], [0.0, 0.0, 0.0], [0.0, 0.0, 0.0], [-0.1, 0.0, -0.1], [0.0, 0.0, 0.0], [0.0, 0.0, 0.0], [0.0, 0.0, 0.0], [0.0, 0.0, 0.0], [0.0, 0.0, 0.0], [0.0, 0.0, 0.0], [0.0, 0.0, 0.0], [0.0, 0.0, 0.0], [0.0, 0.0, 0.0], [0.0, 0.2, 0.2], [0.0, 0.0, 0.0], [0.0, 0.0, 0.0], [0.0, 0.0, 0.0], [0.0, 0.0, 0.0], [0.0, 0.0, 0.0], [0.0, -0.2, -0.2], [0.0, 0.0, 0.0], [0.0, 0.1, 0.0], [0.0, 0.0, 0.0], [-0.1, -0.1, 0.0], [-0.2, -0.1, -0.2], [0.0, 0.1, -0.1], [0.1, 0.0, -0.2], [0.0, -0.1, -0.1], [0.0, 0.0, 0.0], [0.0, 0.0, 0.0], [0.0, 0.0, 0.0], [0.0, 0.0, 0.0], [0.0, 0.0, 0.0], [0.0, 0.0, 0.0], [0.0, 0.0, 0.0], [0.2, 0.0, 0.2], [0.0, 0.0, 0.0], [0.0, 0.0, 0.0], [0.0, 0.0, 0.0]],
  "homo_lumo_gap_ev": [5.8, 5.8],
  "total_charge": -2,
  "multiplicity": 1,
  "de_lowest_kj_mol": 89.8
}



3.
{
  "formula": "C25H29N3O6S",
  "method": "the ωB97M-V functional and the def2-TZVPD basis",
  "species": ["C", "C", "H", "H", "O", "C", "O", "C", "C", "C", "C", "C", "C", "H", "H", "N", "C", "O", "C", "N", "C", "S", "C", "H", "H", "C", "C", "C", "C", "C", "C", "C", "H", "O", "C", "H", "H", "H", "O", "C", "H", "H", "H", "H", "H", "H", "H", "C", "C", "O", "N", "H", "C", "H", "H", "H", "H", "H", "H", "H", "H", "H", "H", "H"],
  "coordinates": [[-8.6708, -1.4917, -0.3602], [-7.9521, -1.1500, 0.8985], [-8.0014, -1.8937, 1.5661], [-8.5564, -0.3027, 1.3063], [-6.6881, -1.0296, 0.6279], [-6.4395, 0.2998, 0.4452], [-7.2824, 1.1288, 0.3388], [-4.9371, 0.5939, 0.1614], [-4.4921, 1.8371, -0.2321], [-3.0431, 1.9924, -0.2559], [-2.2532, 1.2123, 0.0748], [-2.7641, -0.1323, 0.3730], [-3.9954, -0.6276, 0.4792], [-4.3681, -1.3164, 0.9540], [-1.9644, -1.0268, 0.5800], [-0.8708, 1.1874, 0.0755], [0.1346, 0.7122, 0.9791], [-0.1930, 0.3955, 2.1046], [1.5775, 1.3254, 0.3103], [1.1403, 1.7961, -0.8147], [-0.2013, 1.7195, -1.2668], [-1.0105, 2.3131, -2.3942], [2.1527, 1.9508, -1.9265], [1.9173, 2.8029, -2.3779], [3.1308, 2.0587, -1.7407], [2.1799, 0.6428, -2.9383], [1.9897, -0.8325, -2.1334], [0.8001, -1.1325, -2.0202], [0.5848, -2.4320, -1.0496], [1.7885, -2.9196, -0.3730], [3.0058, -2.1155, -0.6326], [3.0474, -1.1550, -1.5571], [4.0491, -0.5731, -1.5200], [4.0459, -2.8141, 0.1144], [5.2348, -2.0148, 0.1017], [5.1511, -0.7028, 0.4228], [5.9521, -2.4253, 0.6477], [5.7298, -1.9700, -0.6271], [1.4487, -3.9230, 0.3439], [2.3309, -4.4529, 1.2278], [3.3617, -5.0356, 0.6989], [2.6871, -3.8282, 2.1370], [1.8367, -5.4586, 1.6417], [-0.3227, -3.0559, -1.0147], [-0.2131, -0.8821, -2.5930], [3.1555, 0.5539, -3.5522], [1.3146, 0.6128, -3.5414], [2.3145, 2.0682, 1.3382], [3.7289, 2.2265, 1.0813], [4.1477, 1.3702, 0.5618], [4.3675, 3.1194, 1.8614], [3.8321, 3.7620, 2.4153], [5.9683, 3.2260, 1.8765], [6.1828, 4.0622, 1.7351], [6.2491, 2.9296, 3.1114], [6.2333, 2.4926, 1.5326], [1.8237, 3.1697, 1.0132], [1.8251, 1.9756, 2.3832], [2.1229, 0.4117, 0.3182], [-2.5650, 2.9862, -0.2762], [-5.0864, 2.5179, -0.4564], [-8.6181, -0.6428, -1.0199], [-8.1402, -2.3184, -0.9615], [-9.9138, -1.7976, -0.2029]],
  "forces_ev_per_a": [[-3.2, -2.5, -1.6], [-6.6, 0.0, -0.4], [-0.7, -3.0, 2.6], [1.3, -0.2, 0.1], [5.1, 3.3, -0.2], [3.6, 0.6, -2.3], [-0.8, 0.9, 0.4], [-0.7, -2.6, 1.2], [5.8, -8.1, 2.4], [-10.7, 14.6, -3.7], [9.1, -16.7, 5.3], [3.9, -5.0, 1.1], [1.0, 13.4, -5.3], [-3.3, -7.9, 4.2], [-1.3, 2.6, -0.4], [3.9, 1.6, -3.2], [-2.0, 3.3, 0.1], [1.6, -0.5, -0.9], [-2.4, -6.7, 7.0], [-0.3, 2.7, -8.5], [3.0, -1.8, 9.3], [-1.8, 1.6, -4.7], [-2.9, -5.4, -0.6], [-1.4, 3.3, -2.6], [3.4, 0.3, 2.4], [1.0, -1.1, 1.4], [0.7, 11.0, -7.3], [-11.8, -8.4, 3.0], [3.4, 2.8, -2.0], [-3.6, 6.2, -5.1], [-0.7, -6.7, 3.6], [10.3, -1.7, 5.4], [-1.9, -0.8, -0.8], [0.5, 3.8, -1.8], [-8.3, 4.4, 9.4], [-0.3, -4.2, -0.6], [2.4, -2.0, 3.9], [5.7, 0.6, -12.2], [0.5, -2.2, 1.8], [3.5, -5.7, 2.4], [-2.9, 2.2, 1.3], [-0.8, -0.7, -1.8], [0.6, 2.4, -0.6], [0.4, 0.7, 0.1], [2.8, 0.1, 1.2], [-1.6, 0.6, 1.0], [-0.7, 0.6, -1.2], [-6.4, 7.2, 0.8], [-5.6, 8.8, 9.7], [8.9, -12.0, -9.5], [3.5, 1.5, -0.2], [0.0, 0.1, -0.1], [-11.9, -1.0, 14.3], [4.0, 12.6, -3.0], [-0.7, 1.3, -3.3], [5.6, -13.3, -7.9], [1.1, -1.8, 1.3], [1.5, -0.3, -1.5], [0.7, -1.3, -1.3], [-1.1, 0.3, -0.8], [-5.2, 6.2, -1.8], [-0.4, 0.5, -0.3], [-1.0, 0.8, 1.2], [3.8, 0.9, -0.4]],
  "homo_lumo_gap_ev": 8.5,
  "total_charge": 0,
  "multiplicity": 1,
  "de_lowest_kj_mol": 2317.4
}



Strongest force on any atom for the records above, in order: 4.37, 0.54, 19.78 eV/Å